# C9H14N2O2

2 unconnected molecules or ions with the total composition C9H14N2O2 in a non-equilibrium geometry (wB97M-V/def2-TZVPD, the OMol25 dataset).

The value obtained for the energy above the lowest of the compared OMol25 structures with the same formula, charge and spin is 3.403 eV. As for the SMILES: O=c1cc[nH]c(=O)[nH]1.C1CCCC1. The gap between HOMO and LUMO comes out at 9.3839 eV. As for the HOMO energy: -9.093 eV. The value obtained for the calculated total energy is -16632.676 eV.

Geometry as XYZ:
```
27
Properties=species:S:1:pos:R:3:forces:R:3:lowdin_charge:R:1
O 2.333 -0.870 -1.263 -2.8 -1.0 -0.7 0.02
C 1.203 -1.372 -1.085 2.3 0.1 1.5 -0.44
C 0.931 -2.326 0.002 -5.4 1.2 -1.4 0.03
C -0.489 -2.422 0.273 6.5 -2.0 1.0 -0.15
N -1.500 -2.039 -0.438 -6.4 1.1 -4.8 0.09
C -1.365 -1.280 -1.731 3.4 -0.9 2.7 -0.41
O -2.211 -0.976 -2.519 0.3 -0.4 0.9 0.12
N 0.031 -0.931 -1.781 -1.0 -0.7 -0.2 0.18
H 1.603 -2.915 0.586 0.5 0.4 0.2 0.10
H -0.620 -2.963 1.179 -1.0 -0.5 0.5 0.12
H -2.536 -2.478 -0.438 3.4 1.2 0.8 0.23
H 0.225 -0.248 -2.466 0.3 0.7 -0.9 0.13
C -0.967 1.790 1.016 -2.2 0.3 -0.4 -0.20
C -0.149 0.615 1.551 -3.4 0.5 -3.8 -0.27
C 1.199 0.844 1.190 4.0 -0.1 -0.2 -0.20
C 1.293 1.743 -0.117 -2.0 -0.7 -0.2 -0.13
C -0.239 2.046 -0.301 -1.6 0.2 -1.7 -0.21
H -1.918 1.204 0.856 0.2 1.6 -0.3 0.11
H -1.285 2.816 1.452 1.1 -1.9 0.4 0.13
H -0.701 -0.214 1.034 1.2 0.4 -0.2 0.09
H -0.328 0.306 2.464 -0.5 -0.8 5.3 0.07
H 1.748 -0.158 1.289 0.0 1.9 -0.4 0.13
H 1.532 1.638 1.908 0.4 -1.3 0.1 0.13
H 1.651 1.398 -1.107 0.2 -0.2 1.1 0.09
H 1.872 2.555 0.237 0.5 1.1 -0.4 0.08
H -0.609 1.265 -1.016 0.4 0.5 0.6 0.08
H -0.705 2.973 -0.775 1.5 -0.6 0.5 0.12
```
Forces are in eV/Å.

=====

# C4H7Br3NO

2 unconnected molecules or ions with the total composition C4H7Br3NO in a non-equilibrium geometry (wB97M-V/def2-TZVPD, the OMol25 dataset).

The value obtained for the energy above the lowest of the compared OMol25 structures with the same formula, charge and spin is 3.701 eV. The gap between HOMO and LUMO (spin up / spin down) comes out at 8.0920 / 7.8055 eV. The total charge is +1. As for the HOMO energy (spin up / spin down): -12.099 / -12.405 eV. The value obtained for the calculated total energy is -217914.218 eV.

Geometry as XYZ:
```
16
Properties=species:S:1:pos:R:3:forces:R:3:lowdin_charge:R:1
C 0.667 -1.169 1.081 -0.1 -0.5 2.6 -0.03
C 0.011 -2.150 0.158 0.3 -0.2 1.4 0.03
C -1.302 0.073 0.119 -2.3 -0.3 4.4 -0.20
C 1.059 2.385 -0.637 1.1 0.8 2.0 -1.60
N -0.142 -0.704 -0.003 1.3 1.8 -3.6 -0.10
O -1.869 0.461 -0.982 -0.6 0.3 -2.3 0.07
Br 1.520 1.355 -2.117 0.0 0.2 0.0 0.72
Br -0.227 3.766 -0.745 0.8 -0.7 -0.1 0.65
Br 2.571 2.653 0.774 -2.0 -0.3 -1.9 0.48
H 0.380 -1.015 2.174 -0.4 -0.3 -1.9 0.17
H 1.679 -0.865 0.973 0.9 -0.2 -0.4 0.11
H 0.570 -2.706 -0.553 0.4 0.0 -0.7 0.13
H -0.869 -2.632 0.523 -0.4 -0.1 0.2 0.13
H -1.898 -0.277 1.054 0.7 1.0 -1.7 0.18
H 0.457 -0.295 -0.795 -0.8 -0.6 1.0 0.08
H -2.607 1.119 -1.024 1.0 -0.8 0.9 0.17
```
Forces are in eV/Å.

=====

# C34H95ClF2NO20S

18 unconnected molecules or ions with the total composition C34H95ClF2NO20S in a non-equilibrium geometry (wB97M-V/def2-TZVPD, the OMol25 dataset).

The gap between HOMO and LUMO comes out at 6.0082 eV. The total charge is +1. As for the HOMO energy: -10.585 eV. The value obtained for the calculated total energy is -108008.959 eV.

Geometry as XYZ:
```
154
Properties=species:S:1:pos:R:3:forces:R:3:lowdin_charge:R:1
C 8.506 -2.097 0.943 -0.5 0.3 -0.3 -0.13
C 8.437 -2.888 -0.460 0.2 0.3 0.6 -0.25
C 6.914 -3.068 -1.007 1.6 0.8 0.1 -0.18
C 6.486 -1.679 -1.689 0.3 0.3 -0.5 -0.19
C 4.907 -1.446 -1.836 -0.1 -0.4 -0.8 -0.18
C 4.017 -1.938 -0.584 -1.1 0.0 -0.5 -0.11
C 2.890 -0.799 -0.339 0.3 0.9 0.5 -0.01
C 3.302 0.641 0.148 -4.6 -2.0 -0.5 -0.12
S 5.056 1.079 0.499 5.1 4.6 -1.5 0.82
O 5.722 1.520 -0.783 -2.5 -2.6 3.5 -0.32
O 5.235 2.136 1.541 -1.7 -3.8 -1.9 -0.28
F 5.963 -0.256 1.028 -2.6 2.0 -0.8 -0.20
C 2.177 1.698 0.313 -1.0 -2.3 -0.5 -0.09
C 2.353 3.220 0.741 -0.7 -0.5 -0.2 -0.14
C 2.554 4.110 -0.591 -1.1 1.5 0.5 -0.64
C 3.295 5.514 -0.342 -0.1 0.0 -1.0 -0.11
Cl 3.362 3.232 -1.984 -0.5 0.4 0.9 0.62
C 0.699 1.250 -0.014 3.0 -2.7 -0.5 0.11
C 0.394 -0.189 -0.464 1.0 3.0 0.6 -0.04
C -1.122 -0.600 -0.799 0.8 0.5 -0.5 -0.10
C -2.066 0.658 -1.263 -0.6 -1.7 0.4 -0.13
C -3.175 0.013 -2.249 0.0 0.4 -0.2 -0.12
F -3.634 -1.278 -1.727 0.8 1.6 -0.2 -0.12
N 1.496 -1.140 -0.614 0.6 4.6 1.4 -0.07
O 1.120 -2.379 -1.044 0.6 -0.6 1.0 0.06
H 9.496 -2.274 1.486 -1.5 0.1 -0.7 0.08
H 8.413 -0.962 0.791 0.2 -1.6 0.1 0.06
H 7.611 -2.396 1.607 1.5 0.3 -0.8 0.07
H 8.929 -3.905 -0.297 -0.8 1.2 -0.3 0.10
H 9.097 -2.319 -1.206 -1.2 -1.0 0.9 0.09
H 6.961 -3.863 -1.828 -0.5 0.9 1.3 0.12
H 6.294 -3.377 -0.092 0.7 0.3 -1.6 0.08
H 6.908 -1.705 -2.767 -0.7 0.1 1.7 0.12
H 7.013 -0.777 -1.196 -1.0 -1.5 -0.5 0.10
H 4.573 -2.055 -2.762 0.3 0.9 1.6 0.12
H 4.609 -0.360 -2.070 0.9 -1.5 0.3 0.10
H 3.542 -2.942 -0.903 0.4 1.8 0.7 0.12
H 4.600 -2.160 0.371 -0.7 0.7 -1.2 0.11
H 3.118 3.409 1.563 -0.7 -0.6 -1.4 0.12
H 1.333 3.548 1.180 1.6 -0.6 -0.7 0.14
H 1.490 4.375 -0.954 1.8 -0.7 0.2 0.08
H 4.231 5.431 0.303 -1.4 0.0 -0.7 0.09
H 3.640 5.881 -1.383 -0.6 -0.5 1.7 0.08
H 2.541 6.300 0.042 1.3 -1.4 -0.3 0.09
H -0.144 2.026 0.078 1.5 -1.5 -0.2 0.14
H -1.568 -1.071 0.140 0.7 0.4 -1.3 0.13
H -1.125 -1.349 -1.665 0.2 0.8 1.5 0.12
H -2.626 1.008 -0.327 0.9 0.0 -1.4 0.11
H -1.484 1.484 -1.791 -0.9 -1.1 0.7 0.12
H -4.101 0.669 -2.345 1.4 -0.9 0.2 0.12
H -2.753 -0.194 -3.292 -0.5 0.2 1.6 0.13
H 1.152 -2.940 -0.225 -0.2 0.4 -0.9 0.15
C 0.295 0.805 -4.226 0.1 0.3 -0.3 -0.15
O -0.785 1.646 -4.602 -0.2 0.1 0.0 -0.13
H -0.073 0.048 -3.532 -0.1 0.0 -0.1 0.06
H 0.706 0.321 -5.115 0.1 -0.2 0.2 0.09
H 1.068 1.402 -3.732 0.2 -0.2 0.1 0.07
H -0.433 2.308 -5.211 -0.1 -0.1 0.1 0.09
C -3.644 -0.309 2.491 0.1 -0.2 -0.2 -0.12
O -4.458 0.031 1.376 0.1 0.1 -0.1 -0.14
H -4.052 0.165 3.384 0.0 0.0 -0.1 0.08
H -3.642 -1.394 2.626 0.0 0.0 0.2 0.09
H -2.624 0.050 2.325 0.1 0.0 0.2 0.07
H -4.075 -0.402 0.602 -0.4 0.1 0.0 0.05
C -5.587 3.639 1.324 0.0 -0.3 0.0 -0.14
O -5.726 2.441 0.574 -0.1 0.1 0.0 -0.14
H -5.899 4.480 0.704 0.0 -0.1 0.0 0.08
H -6.220 3.592 2.214 0.1 0.2 0.1 0.08
H -4.542 3.772 1.616 0.0 0.2 0.1 0.07
H -5.444 1.711 1.146 0.0 -0.1 -0.4 0.04
C -5.188 1.404 -5.111 0.1 0.1 -0.1 -0.15
O -4.335 2.109 -4.219 0.2 0.2 0.1 -0.15
H -6.021 0.986 -4.545 0.1 0.1 0.0 0.08
H -5.575 2.088 -5.869 -0.1 -0.2 -0.1 0.08
H -4.632 0.593 -5.589 -0.2 -0.1 -0.1 0.08
H -3.608 2.468 -4.744 -0.1 -0.1 0.2 0.07
C 2.249 -2.214 3.128 0.3 0.1 -0.2 -0.14
O 1.349 -1.204 2.689 -0.3 0.1 -0.2 -0.13
H 1.920 -2.582 4.099 0.0 0.0 -0.2 0.08
H 2.252 -3.040 2.411 0.1 -0.2 0.2 0.07
H 3.255 -1.796 3.222 0.1 -0.2 0.1 0.08
H 1.664 -0.900 1.831 0.0 0.1 0.3 0.01
C -1.354 5.992 -2.602 0.0 0.2 0.1 -0.14
O -0.330 5.458 -1.775 0.3 -0.3 0.4 -0.16
H -1.468 5.352 -3.478 0.1 0.0 0.1 0.08
H -2.297 6.019 -2.050 -0.1 0.1 -0.2 0.08
H -1.081 6.999 -2.923 -0.2 0.0 -0.1 0.08
H -0.250 6.044 -1.007 0.0 0.1 -0.3 0.05
C -9.108 1.673 -0.334 0.4 0.2 0.1 -0.16
O -8.293 2.445 -1.204 0.1 0.2 -0.2 -0.14
H -10.053 1.457 -0.833 0.1 0.1 0.0 0.07
H -8.602 0.734 -0.094 -0.2 -0.1 0.2 0.08
H -9.303 2.236 0.581 -0.2 -0.2 0.0 0.07
H -7.465 2.621 -0.738 0.0 -0.2 0.0 0.03
C 1.246 -5.664 4.838 -0.2 0.1 0.1 -0.15
O 0.575 -4.893 3.851 -0.2 0.2 -0.2 -0.15
H 2.115 -6.140 4.383 -0.1 0.1 0.0 0.07
H 1.577 -5.013 5.652 0.1 -0.2 0.1 0.08
H 0.574 -6.433 5.226 0.2 -0.1 0.1 0.08
H -0.188 -4.483 4.279 0.1 -0.1 -0.2 0.08
C -6.681 0.140 5.412 0.1 0.1 -0.4 -0.17
O -7.126 -0.259 4.123 0.0 -0.1 -0.2 -0.12
H -7.412 -0.186 6.153 0.0 0.0 -0.1 0.08
H -5.715 -0.323 5.628 0.0 0.1 0.2 0.06
H -6.589 1.228 5.449 0.1 -0.1 0.3 0.07
H -6.463 0.041 3.489 -0.3 -0.2 0.0 0.05
C -6.343 -3.596 -0.054 0.2 0.1 -0.2 -0.15
O -5.494 -2.892 0.841 0.3 0.1 0.2 -0.14
H -7.176 -4.017 0.510 0.1 0.1 0.0 0.08
H -6.730 -2.910 -0.812 -0.1 -0.2 -0.1 0.08
H -5.786 -4.405 -0.533 -0.2 -0.1 -0.1 0.08
H -4.767 -2.532 0.317 -0.3 -0.1 0.0 0.04
C -4.602 2.795 7.978 0.1 -0.2 0.2 -0.15
O -4.739 1.598 7.225 0.1 -0.2 0.0 -0.15
H -4.910 3.638 7.358 0.0 -0.2 0.0 0.08
H -5.238 2.748 8.865 0.1 0.2 0.0 0.08
H -3.558 2.928 8.274 -0.1 0.2 0.1 0.07
H -4.461 0.870 7.796 -0.1 0.1 -0.2 0.08
C 5.236 -6.392 1.180 -0.1 -0.1 -0.2 -0.13
O 4.969 -5.005 1.022 -0.3 0.4 0.0 -0.15
H 6.085 -6.512 1.854 -0.1 0.1 -0.1 0.09
H 4.362 -6.888 1.608 0.2 -0.2 0.0 0.06
H 5.479 -6.831 0.210 0.0 -0.2 0.1 0.09
H 4.215 -4.928 0.422 0.2 -0.2 0.1 0.05
C 4.843 -0.694 -5.731 -0.1 0.2 0.1 -0.15
O 3.766 -1.387 -5.115 -0.3 -0.1 0.2 -0.14
H 5.315 -1.353 -6.459 -0.1 0.0 0.1 0.09
H 4.465 0.196 -6.241 0.2 0.0 -0.1 0.08
H 5.578 -0.406 -4.975 0.1 0.1 -0.1 0.07
H 3.367 -0.783 -4.477 0.1 -0.2 -0.2 0.05
C 10.911 -3.667 -3.095 0.1 0.2 -0.2 -0.16
O 9.836 -2.824 -3.482 -0.2 0.2 -0.2 -0.15
H 10.536 -4.421 -2.402 -0.1 0.1 -0.1 0.07
H 11.327 -4.163 -3.976 0.1 -0.1 0.1 0.08
H 11.685 -3.075 -2.600 0.1 -0.2 0.1 0.08
H 10.194 -2.168 -4.094 -0.2 -0.1 0.1 0.08
C -12.591 2.153 0.839 0.1 0.1 0.2 -0.16
O -11.565 1.622 1.664 0.0 0.0 0.2 -0.14
H -12.703 1.515 -0.038 0.1 0.0 0.1 0.08
H -13.534 2.176 1.392 -0.1 0.1 -0.2 0.07
H -12.322 3.163 0.519 -0.2 0.0 -0.2 0.08
H -11.487 2.203 2.431 0.0 -0.2 -0.1 0.08
C 1.138 8.859 -1.073 0.0 0.2 0.1 -0.14
O 0.066 8.157 -0.455 -0.2 -0.2 0.2 -0.14
H 1.610 8.204 -1.806 -0.1 0.0 0.1 0.08
H 0.754 9.748 -1.577 0.2 0.0 -0.1 0.08
H 1.874 9.146 -0.318 0.1 0.1 -0.2 0.08
H -0.335 8.757 0.187 0.0 -0.2 -0.1 0.09
C 1.637 -7.082 0.824 -0.2 0.1 0.2 -0.15
O 1.796 -6.293 -0.349 0.3 0.4 -0.2 -0.12
H 2.127 -8.044 0.672 0.0 0.2 -0.1 0.09
H 2.098 -6.571 1.674 -0.1 -0.2 0.2 0.06
H 0.574 -7.243 1.017 0.1 -0.1 0.2 0.09
H 1.354 -5.451 -0.185 0.0 -0.3 -0.1 0.05
```
Forces are in eV/Å.

=====

# C19H22N2SnTe

A molecular structure, C19H22N2SnTe in a non-equilibrium geometry (wB97M-V/def2-TZVPD, the OMol25 dataset).

The gap between HOMO and LUMO comes out at 7.1071 eV. The total charge is +2. As for the HOMO energy: -14.702 eV. The value obtained for the calculated total energy is -36148.312 eV.

Geometry as XYZ:
```
45
Properties=species:S:1:pos:R:3:forces:R:3:lowdin_charge:R:1
C -0.694 2.830 1.155 -3.8 -2.3 0.1 -0.11
C -1.970 2.141 0.477 -0.3 1.2 -1.8 -0.19
H -1.270 2.868 2.066 0.9 1.1 1.0 0.07
H -0.405 3.750 0.781 0.2 1.7 -0.9 0.06
H 0.132 2.250 1.369 2.0 -1.6 0.4 0.00
H -2.171 1.345 -0.290 1.5 0.1 -0.1 0.03
H -2.638 1.757 1.212 -0.4 0.1 0.9 0.03
H -2.452 2.983 -0.056 -0.2 -0.3 0.5 0.10
C 3.256 0.181 0.221 -1.2 -1.4 -1.8 -0.05
C 4.508 -0.388 0.110 0.9 0.1 0.7 0.00
C 4.765 -1.439 -0.806 -0.3 0.7 0.2 0.03
C 3.759 -1.883 -1.655 -0.5 0.7 0.6 0.04
H 2.938 0.986 0.912 0.4 -0.7 -0.5 0.14
H 5.301 -0.009 0.785 -0.5 -0.4 -0.6 0.14
H 5.760 -1.880 -0.878 -0.3 0.2 0.1 0.14
H 3.926 -2.659 -2.365 0.3 -0.4 -0.3 0.11
N 2.279 -0.323 -0.628 0.3 -0.2 0.2 -0.09
C 2.481 -1.313 -1.551 1.7 1.0 1.6 -0.19
C 1.363 -1.733 -2.381 -3.0 -0.2 -1.3 -0.17
N 0.129 -1.152 -2.181 0.5 -0.1 0.0 -0.09
C -1.025 -1.401 -2.904 2.6 -0.5 0.7 -0.05
C 0.341 -3.025 -4.124 -1.7 0.5 -0.3 0.03
C -0.910 -2.363 -3.885 0.0 -0.5 -0.4 0.01
H -1.907 -0.813 -2.607 0.4 -0.5 -0.4 0.14
H -1.803 -2.610 -4.462 0.4 -0.1 0.0 0.13
C 1.450 -2.698 -3.394 0.6 0.6 0.9 0.03
H 2.405 -3.160 -3.562 0.0 -0.3 -0.3 0.12
H 0.410 -3.782 -4.914 -0.1 0.3 0.4 0.14
Sn 0.189 0.273 -0.584 -0.1 0.7 0.5 1.02
C 0.629 1.885 -2.006 -0.2 0.0 0.5 -0.15
H -0.017 1.705 -2.876 0.2 0.2 0.3 0.02
H 1.689 1.728 -2.274 -0.5 0.1 0.1 0.03
H 0.471 2.885 -1.575 0.0 -0.5 -0.3 0.02
Te -0.474 -1.474 1.540 0.0 0.6 -0.5 1.06
C -1.795 -0.400 2.771 -0.1 -0.3 0.4 -0.65
C -1.249 0.330 3.829 -0.6 0.4 -0.3 -0.15
C -2.099 1.082 4.641 0.2 -0.6 -0.3 -0.05
C -3.470 1.040 4.443 0.3 0.2 -0.3 -0.04
C -4.009 0.254 3.438 0.2 -0.5 -0.2 -0.05
C -3.182 -0.521 2.623 0.4 0.8 0.3 -0.14
H -0.186 0.341 3.967 0.3 0.1 0.2 0.09
H -1.686 1.679 5.427 0.2 0.2 0.3 0.11
H -4.112 1.662 5.040 -0.2 0.0 0.2 0.12
H -5.075 0.228 3.291 -0.2 -0.1 0.0 0.12
H -3.581 -1.155 1.862 -0.3 -0.2 -0.4 0.09
```
Forces are in eV/Å.

=====

# C13H37GaNO6

A molecular structure, C13H37GaNO6 in a non-equilibrium geometry (wB97M-V/def2-TZVPD, the OMol25 dataset).

The gap between HOMO and LUMO comes out at 7.4222 eV. The total charge is -1. As for the HOMO energy: -4.642 eV. The value obtained for the calculated total energy is -80230.350 eV.

Geometry as XYZ:
```
58
Properties=species:S:1:pos:R:3:forces:R:3:lowdin_charge:R:1
C 2.479 1.306 -1.665 -0.3 -0.2 -0.1 -0.28
Ga 0.659 2.211 -1.382 1.4 0.8 0.5 0.29
O -0.751 1.356 -2.430 -1.2 0.2 0.4 -0.32
N -1.536 0.589 -1.670 1.6 -0.5 -0.9 -0.19
O -0.928 -0.369 -1.253 -0.8 0.0 0.3 -0.10
H 2.929 0.896 -0.747 -0.3 0.1 -0.2 -0.04
H 2.340 0.475 -2.380 0.2 0.2 0.2 -0.03
H 3.187 2.035 -2.089 -0.2 -0.2 0.0 -0.03
H 0.204 2.292 0.168 -0.2 -0.2 -0.2 -0.09
H 0.781 3.701 -2.014 -0.3 -0.2 -0.1 -0.10
C -2.408 -1.170 1.388 0.1 -0.1 0.3 -0.07
C -3.121 -2.192 2.260 -0.2 0.3 -0.6 -0.50
C -3.837 -3.232 1.412 -0.1 -0.2 0.1 -0.07
O -4.064 -1.536 3.113 0.1 -0.3 0.5 -0.07
H -3.121 -0.633 0.757 0.0 -0.1 -0.1 0.08
H -1.904 -0.425 2.005 0.0 0.0 0.0 0.08
H -1.669 -1.643 0.744 0.0 0.1 -0.1 0.07
H -2.398 -2.686 2.913 -0.1 0.1 0.2 0.13
H -4.598 -2.760 0.783 0.1 0.1 -0.1 0.08
H -4.351 -3.958 2.048 0.1 0.0 0.0 0.07
H -3.137 -3.766 0.767 0.0 0.0 0.0 0.08
H -4.706 -1.095 2.549 0.0 0.1 -0.1 0.08
C -3.694 -0.607 -4.175 0.1 0.1 0.1 -0.06
C -4.337 -1.674 -3.303 -0.3 0.3 -0.5 -0.50
C -5.011 -2.747 -4.146 0.0 -0.2 0.1 -0.07
O -5.300 -1.077 -2.433 0.1 -0.2 0.4 -0.06
H -4.448 -0.103 -4.790 -0.1 -0.1 -0.1 0.08
H -3.222 0.157 -3.558 0.1 -0.1 0.0 0.06
H -2.939 -1.038 -4.834 0.0 0.0 0.0 0.08
H -3.578 -2.131 -2.667 -0.1 0.1 0.1 0.14
H -5.808 -2.314 -4.759 0.1 0.1 -0.1 0.07
H -5.473 -3.503 -3.508 0.1 0.0 0.0 0.07
H -4.294 -3.239 -4.807 0.0 0.0 0.0 0.08
H -5.974 -0.668 -2.980 0.0 0.1 -0.1 0.08
C 3.410 6.048 1.992 0.0 0.2 -0.1 -0.07
C 2.455 4.895 1.715 0.5 -0.2 0.2 -0.50
C 2.239 4.042 2.955 -0.2 -0.1 0.1 -0.07
O 2.964 4.089 0.663 -0.3 0.2 -0.2 -0.07
H 4.393 5.671 2.294 -0.1 -0.1 0.1 0.07
H 3.559 6.645 1.091 -0.1 0.0 0.0 0.08
H 3.029 6.698 2.784 0.0 0.0 0.0 0.07
H 1.497 5.289 1.372 0.0 -0.1 -0.1 0.14
H 3.184 3.599 3.288 0.1 0.1 0.0 0.08
H 1.559 3.219 2.735 0.0 0.1 -0.1 0.07
H 1.824 4.632 3.776 0.0 0.0 0.0 0.07
H 3.809 3.728 0.943 0.1 -0.1 0.0 0.08
C 3.724 -3.601 0.916 -0.1 -0.1 -0.2 -0.07
C 4.022 -2.113 0.809 -0.1 -0.2 0.6 -0.50
C 5.197 -1.720 1.692 0.2 0.2 -0.1 -0.07
O 2.872 -1.364 1.177 0.1 0.1 -0.4 -0.04
H 3.455 -3.869 1.943 0.1 0.0 0.0 0.08
H 2.876 -3.866 0.283 0.0 0.0 0.0 0.08
H 4.586 -4.202 0.616 0.0 0.0 0.0 0.07
H 4.243 -1.857 -0.228 -0.1 0.1 0.0 0.14
H 4.976 -1.926 2.744 0.0 -0.1 0.0 0.08
H 5.394 -0.650 1.610 0.0 0.0 -0.1 0.08
H 6.103 -2.265 1.415 0.0 0.0 0.0 0.07
H 2.658 -1.574 2.090 0.0 0.0 0.1 0.08
```
Forces are in eV/Å.